(1)
ORCA calculation (ωB97M-V/def2-TZVPD) on C47H34As2N8O7S4W as an isolated structure.

⟨S²⟩: 2.020
LUMO (spin up / spin down), eV: -0.814 / -1.052
2S+1: 3
HOMO-LUMO gap (spin up / spin down), eV: 6.82 / 6.97
Maximum force, eV/Å: 2.3

```
103
Properties=species:S:1:pos:R:3:forces:R:3
W 0.3888 -0.1944 -0.8044 -0.7 0.7 -2.1
S -0.4156 2.0860 -0.3901 0.0 -0.1 0.0
C -0.3581 3.0200 -1.8704 0.1 -0.1 0.1
C -1.1135 4.1722 -2.0133 0.0 0.1 0.0
C -1.0151 4.9316 -3.1756 0.1 -0.2 0.0
C -1.8186 6.1068 -3.3180 -0.1 0.1 -0.1
N -2.4798 7.0406 -3.4311 0.0 0.0 0.1
C -0.1371 4.5194 -4.1932 0.0 -0.1 0.2
C 0.6157 3.3625 -4.0398 0.0 0.1 -0.1
C 0.5093 2.5976 -2.8801 0.0 -0.1 0.1
S 1.4389 1.1583 -2.6389 0.1 0.0 0.2
C -0.0131 5.2854 -5.3984 0.0 0.1 -0.1
N 0.0907 5.9018 -6.3626 0.0 0.0 0.0
H -1.7826 4.4888 -1.2233 0.0 0.0 0.0
H 1.2830 3.0521 -4.8325 0.0 0.0 0.0
N -3.5365 1.5190 -2.0375 -0.1 0.0 0.0
C -3.5596 0.2231 -1.6089 0.1 0.0 0.2
N -2.5048 -0.4007 -1.1844 0.1 0.0 -0.1
C -2.7819 -1.7102 -0.8899 -0.3 0.0 0.0
C -4.0997 -2.0476 -0.9409 0.1 0.1 0.0
S -5.0189 -0.7111 -1.5200 0.0 0.0 0.1
C -1.7045 -2.6959 -0.7476 -0.1 -0.3 0.0
C -1.9140 -3.9838 -1.0964 0.0 0.1 0.1
S -0.4844 -4.9175 -0.9197 0.0 0.0 0.0
C 0.3596 -3.4951 -0.4156 -0.1 -0.1 0.1
N -0.3843 -2.3954 -0.3553 0.2 0.1 -0.1
N 1.6587 -3.6098 -0.0799 0.0 0.0 0.0
H -2.6456 1.7991 -2.4258 0.0 0.0 0.0
H -4.3280 1.8243 -2.5805 0.0 0.0 0.0
H -4.5638 -2.9937 -0.7178 0.0 0.0 0.0
H -2.8123 -4.4105 -1.5077 0.0 0.0 0.0
H 2.1588 -4.3895 -0.4785 0.0 0.0 0.0
H 2.1965 -2.7447 -0.0267 0.0 -0.1 0.1
O 3.3775 -2.6687 -2.3787 0.0 0.0 -0.1
C 2.3063 -2.0972 -2.3816 0.1 0.2 0.0
O 2.0579 -1.1328 -1.5202 -0.2 -0.4 0.3
C 1.2225 -2.5011 -3.3200 0.1 -0.1 -0.1
C 1.4952 -3.5547 -4.1782 -0.1 0.0 0.0
C 0.5229 -4.0200 -5.0443 0.1 0.1 0.2
C -0.7312 -3.4343 -5.1002 0.0 0.1 0.0
C -0.9914 -2.3651 -4.2743 0.3 -0.3 0.0
C -0.0441 -1.8801 -3.3291 -0.2 0.0 0.0
O -0.4230 -0.9721 -2.5005 0.0 0.2 0.2
N -2.3110 -1.7583 -4.3640 -0.4 0.2 -0.4
O -2.4087 -0.5535 -4.2393 0.1 -0.1 0.1
O -3.2494 -2.4920 -4.6365 0.1 0.0 0.2
N 0.8156 -5.1548 -5.9126 0.1 -0.2 -0.2
O 1.8804 -5.7239 -5.7647 0.0 0.1 0.0
O -0.0238 -5.4707 -6.7354 0.0 0.1 0.1
H 2.4738 -4.0111 -4.1467 0.0 0.0 0.0
H -1.4874 -3.8004 -5.7780 0.0 0.0 0.0
C 0.7985 -1.7877 2.6948 0.0 0.1 0.1
C -0.7189 -1.5724 2.6455 0.0 0.4 -0.2
As -1.1142 0.0681 1.6301 0.3 -0.3 0.6
C -3.0401 0.3468 1.7274 0.1 -0.4 0.1
C -3.8132 -0.5925 2.4027 0.0 0.0 0.0
C -5.1684 -0.3663 2.6021 0.0 0.0 0.0
C -5.7534 0.8007 2.1338 0.0 0.0 0.0
C -4.9827 1.7316 1.4527 0.0 0.0 0.0
C -3.6311 1.5060 1.2434 0.0 0.1 0.0
C -0.6656 1.3369 3.0642 0.0 -0.1 -0.1
C -1.0288 2.6746 2.9438 0.1 0.0 -0.1
C -0.7072 3.5848 3.9394 0.0 0.0 0.0
C -0.0279 3.1705 5.0756 0.0 0.0 0.0
C 0.3108 1.8333 5.2177 0.0 0.0 0.0
C -0.0087 0.9225 4.2207 -0.1 0.0 0.0
As 2.2172 -0.9281 1.5369 0.8 -0.3 0.2
C 3.6179 -1.1529 2.9051 -0.1 -0.1 -0.1
C 3.9346 -2.4601 3.2753 0.0 0.0 0.0
C 4.9092 -2.7060 4.2299 0.0 0.0 0.0
C 5.5878 -1.6468 4.8173 0.0 0.0 0.0
C 5.2892 -0.3469 4.4398 0.0 0.0 0.0
C 4.3114 -0.0986 3.4842 0.0 0.0 0.0
C 2.5282 0.9710 1.1532 -0.1 -0.1 0.7
C 3.4077 1.1142 0.0804 -0.1 0.1 0.0
C 3.9339 2.3637 -0.2178 0.0 0.0 0.0
C 3.5988 3.4600 0.5598 0.1 0.0 -0.1
C 2.7667 3.3067 1.6619 -0.1 0.0 0.1
C 2.2379 2.0639 1.9699 0.2 0.3 -0.3
H 1.0124 -2.7943 2.3305 0.0 -0.1 0.1
H 1.1854 -1.7312 3.7090 -0.1 0.0 0.0
H -1.1143 -1.4409 3.6513 -0.1 -0.1 0.0
H -1.2192 -2.4135 2.1734 -0.1 0.0 0.0
H -3.3729 -1.5064 2.7836 0.0 0.0 0.0
H -5.7614 -1.1033 3.1283 0.0 0.0 0.0
H -6.8085 0.9821 2.2935 0.0 0.0 0.0
H -5.4336 2.6391 1.0707 0.0 0.0 0.0
H -3.0473 2.2217 0.6815 0.0 0.0 0.0
H -1.5488 3.0240 2.0640 0.0 0.0 0.0
H -0.9896 4.6232 3.8219 0.0 0.0 0.0
H 0.2256 3.8830 5.8498 0.0 0.0 0.0
H 0.8322 1.4910 6.1026 0.0 0.0 0.0
H 0.2891 -0.1045 4.3632 0.0 0.1 0.0
H 3.4262 -3.2981 2.8109 0.0 0.0 0.0
H 5.1472 -3.7256 4.5055 0.0 0.0 0.0
H 6.3535 -1.8357 5.5586 0.0 0.0 0.0
H 5.8217 0.4841 4.8851 0.0 0.0 0.0
H 4.1001 0.9215 3.1911 0.0 0.0 0.0
H 3.6624 0.2589 -0.5309 0.0 0.0 0.0
H 4.5896 2.4739 -1.0711 0.0 0.0 0.0
H 3.9972 4.4367 0.3154 0.0 0.0 0.0
H 2.5324 4.1579 2.2894 0.0 0.0 0.0
H 1.6208 1.9616 2.8414 0.0 0.0 0.1
```
Forces are in eV/Å.

=====

(2)
ORCA calculation (ωB97M-V/def2-TZVPD) on C30H26AuN4O5STe as an isolated structure.

Total charge: +1
LUMO, eV: -7.016
HOMO-LUMO gap, eV: 1.53
Maximum force, eV/Å: 1.9

```
68
Properties=species:S:1:pos:R:3:forces:R:3
Au -0.2257 0.5240 1.5055 -0.5 -1.0 0.1
C 1.7354 -1.0053 -5.7176 -0.4 -0.3 -0.1
O 3.0011 -0.3438 -5.6751 0.1 0.4 0.0
C 3.0791 0.8778 -5.1944 0.1 -0.2 0.0
C 1.9731 1.6330 -4.7568 -0.4 0.1 0.2
C 2.1768 2.8369 -4.1426 -0.1 -0.2 0.0
C 3.4893 3.3356 -3.9647 -0.9 0.5 -0.1
C 4.5792 2.6490 -4.5449 0.2 0.0 -0.2
C 4.3751 1.4350 -5.1294 0.3 0.1 0.0
N 3.7371 4.4740 -3.2746 1.5 -0.4 0.5
N 2.9669 4.9804 -2.4546 -1.4 -0.7 -0.1
C 2.1731 4.5066 -1.5223 0.8 0.1 -0.6
C 0.9808 5.2407 -1.2077 -0.8 0.3 0.2
C 0.0223 4.7037 -0.4345 0.2 0.8 -0.5
C 0.1676 3.3957 0.1880 -0.4 -0.5 0.6
O -0.7431 2.8814 0.8111 0.3 0.9 -0.4
C 1.5014 2.7431 0.0610 0.8 -0.2 -0.1
N 1.7327 1.6454 0.7850 -0.2 0.5 -0.1
C 2.9317 1.0862 0.7843 0.1 0.0 -0.1
C 3.9950 1.6084 0.0526 -0.1 -0.1 0.0
C 3.7686 2.7206 -0.7259 -0.1 0.2 -0.1
C 2.4958 3.3036 -0.7527 0.2 -0.4 0.4
H 1.9423 -2.0206 -6.0394 0.0 0.0 0.0
H 1.0664 -0.5297 -6.4361 0.1 0.0 0.0
H 1.2684 -1.0235 -4.7310 0.1 0.0 0.0
H 0.9635 1.2775 -4.9027 0.0 0.0 0.0
H 1.3276 3.4320 -3.8310 0.0 0.0 0.0
H 5.5719 3.0728 -4.4718 0.0 0.0 0.0
H 5.1969 0.8674 -5.5432 0.0 0.0 0.0
H 0.8199 6.1904 -1.7003 0.1 0.0 0.0
H -0.9097 5.2286 -0.2707 0.0 -0.1 0.0
H 3.0425 0.2088 1.4092 0.1 0.0 0.0
H 4.9722 1.1512 0.1065 0.0 0.0 0.0
H 4.5784 3.1688 -1.2844 0.1 0.0 0.0
N -0.3067 1.2780 3.7820 0.0 -0.1 -1.0
C -1.0413 0.2854 4.5306 -0.3 -0.5 0.3
C -2.0769 -0.3865 3.8815 -0.1 0.1 -0.1
C -2.7508 -1.4175 4.5063 0.5 0.7 -0.1
C -2.3636 -1.7624 5.7896 -0.8 -1.6 0.7
C -1.3753 -1.0976 6.4755 0.1 0.4 -0.5
C -0.7054 -0.0539 5.8293 0.1 0.1 0.1
S -3.2553 -3.2395 6.4748 0.5 1.2 -0.4
O -2.5624 -3.5393 7.7039 0.1 -0.1 0.3
O -4.5976 -2.7102 6.6078 -0.2 -0.2 0.1
O -3.0851 -4.2029 5.4049 0.0 -0.3 -0.2
H 0.5210 1.5976 4.2677 0.0 0.0 0.0
H -0.8829 2.0781 3.5398 0.0 0.1 0.4
H -2.3253 -0.0842 2.8662 -0.1 0.0 0.0
H -3.5442 -1.9731 4.0268 0.0 0.0 0.0
H -1.1229 -1.3869 7.4857 0.0 -0.1 0.0
H 0.0812 0.4829 6.3513 0.0 0.0 -0.1
C -0.8498 -2.7365 -0.4080 0.1 -0.1 0.0
Te -1.5463 -0.6944 -0.4471 0.2 -0.4 0.7
C -3.2903 -1.6006 0.4388 -0.1 0.0 0.1
C -3.3077 -2.9965 -0.1239 0.1 0.0 -0.1
C -4.4767 -3.7415 -0.1882 0.0 0.0 0.0
C -4.4456 -5.0398 -0.6748 0.0 0.0 0.0
C -3.2503 -5.5913 -1.1109 0.0 0.0 0.0
C -2.0810 -4.8479 -1.0521 0.0 0.0 0.0
C -2.1049 -3.5542 -0.5507 -0.1 0.1 -0.1
H -0.3713 -2.9333 0.5511 0.1 0.2 0.0
H -0.1386 -2.9230 -1.2099 0.0 0.1 0.0
H -4.1842 -1.0393 0.1779 0.1 0.1 0.0
H -3.1796 -1.6242 1.5235 0.1 0.2 0.0
H -5.4081 -3.3045 0.1486 0.0 0.0 0.0
H -5.3568 -5.6205 -0.7121 0.0 0.0 0.0
H -3.2256 -6.6028 -1.4926 0.0 0.0 0.0
H -1.1434 -5.2733 -1.3884 0.0 0.0 0.0
```
Forces are in eV/Å.

=====

(3)
ORCA calculation (ωB97M-V/def2-TZVPD) on C22H38InO22S5 as an isolated structure.

Total charge: -1
LUMO, eV: 1.621
HOMO-LUMO gap, eV: 6.08
Maximum force, eV/Å: 5.6

```
88
Properties=species:S:1:pos:R:3:forces:R:3
C -2.3508 -3.9853 -0.0653 -0.5 0.0 -0.4
C -3.2356 -3.0720 -1.0323 -0.6 0.0 1.1
C -2.8339 -1.5349 -0.9956 0.1 -0.8 -0.3
C -1.5863 -1.1603 -1.8995 0.0 1.0 0.2
C -0.7021 0.0117 -1.2343 -0.7 -0.9 0.4
In -0.1510 1.6587 -2.6569 -1.1 -0.6 0.0
O 1.8615 2.3153 -2.5139 1.2 1.9 2.0
C 2.1845 2.4983 -1.2157 -0.7 -1.7 -0.7
O 2.0438 1.5622 -0.4289 -3.5 4.3 -0.9
C 2.7544 3.8198 -0.6186 0.7 2.8 0.4
C 1.8211 4.9422 -0.3363 2.2 0.3 0.4
C 2.3071 6.2090 0.2758 1.5 -2.2 -0.4
C 3.7318 6.3635 0.6178 -0.5 -1.8 -0.9
C 4.7028 5.2710 0.3218 -3.2 -0.1 -0.4
C 4.1914 4.0191 -0.2843 -0.9 1.5 0.4
H -2.5163 -5.0813 -0.3152 0.5 1.2 0.1
H -1.2692 -3.6843 -0.1504 -1.0 -0.6 0.1
H -2.6759 -3.8856 1.0152 0.4 0.1 -1.3
H -4.2924 -3.1308 -0.6082 1.0 0.0 -0.6
H -3.2977 -3.4986 -2.0750 0.3 0.5 1.0
H -3.7406 -0.9596 -1.3501 1.0 -0.4 0.5
H -2.6022 -1.2766 0.0807 -0.5 -0.2 -1.7
H -1.9746 -0.7782 -2.8913 0.4 -0.7 0.9
H -0.9181 -2.0458 -2.0971 -0.7 0.7 0.2
H -1.3676 0.4817 -0.4395 0.8 -0.3 -0.8
H 0.1567 -0.4700 -0.6931 -0.7 0.6 -0.5
H -0.4892 1.1443 -4.3364 0.3 0.1 0.2
H -1.1614 3.1109 -2.2421 0.4 -0.2 -0.1
H 0.7331 4.8243 -0.5917 1.3 0.1 0.3
H 1.5827 7.0311 0.5091 0.8 -0.9 -0.3
H 4.0745 7.3175 1.1084 -0.3 -1.2 -0.6
H 5.7856 5.3950 0.5918 -1.3 -0.2 -0.4
H 4.9504 3.2174 -0.4829 -1.1 0.7 0.1
C 5.7429 -1.9110 -0.4620 0.1 0.1 0.4
C 4.6191 -2.8118 0.0231 0.0 -0.3 -0.3
O 3.5399 -1.9300 0.3233 0.4 0.3 0.0
S 3.5941 -0.6584 -0.6867 -0.1 0.4 0.4
O 2.6958 -0.9036 -1.7580 0.4 0.0 0.2
O 3.5687 0.5318 0.0860 3.7 -3.4 0.8
O 5.1072 -0.8973 -1.2358 -0.3 -0.4 -0.1
H 6.2536 -1.4302 0.3772 0.0 -0.1 0.0
H 6.4712 -2.4503 -1.0680 -0.1 0.1 -0.1
H 4.8998 -3.3891 0.9032 -0.2 0.1 0.1
H 4.2897 -3.4923 -0.7682 0.1 0.0 0.0
C -0.6269 3.6311 3.3752 -0.1 -0.1 0.5
C -1.6815 2.6174 2.9735 0.5 -0.5 -0.2
O -2.6625 3.3740 2.2556 0.1 0.8 0.1
S -1.9279 4.5853 1.4776 0.4 -0.6 0.4
O -1.7026 4.1790 0.1347 -0.2 0.6 0.2
O -2.5857 5.8036 1.8175 0.0 -0.2 -0.3
O -0.5193 4.5200 2.2624 -0.5 -0.1 -0.4
H -0.9462 4.2115 4.2457 0.0 0.0 0.0
H 0.3349 3.1646 3.5841 0.0 0.1 -0.3
H -2.1304 2.1209 3.8319 -0.2 0.1 -0.1
H -1.2696 1.8661 2.2941 0.0 0.0 0.1
C -4.7171 -1.2828 3.4826 -0.4 -0.4 -0.2
C -4.0904 -2.2335 4.4868 -0.1 0.3 0.4
O -2.8004 -2.5331 3.9541 -0.1 0.3 -0.5
S -2.2475 -1.2439 3.1461 -0.2 -0.2 -0.1
O -1.3802 -0.5126 4.0078 -0.2 0.0 -0.3
O -1.8688 -1.6602 1.8445 0.4 0.1 1.1
O -3.6487 -0.4422 3.0458 0.5 -0.2 0.5
H -5.1031 -1.8226 2.6139 0.0 0.0 0.0
H -5.5157 -0.6862 3.9218 0.2 0.2 -0.1
H -4.6731 -3.1439 4.6177 0.2 -0.1 -0.1
H -3.9516 -1.7483 5.4573 -0.1 0.0 0.0
C 5.2048 -6.9623 -1.6176 0.5 0.2 -0.3
C 5.7517 -8.2889 -1.1240 -0.4 -0.3 -0.3
O 5.8964 -8.1242 0.2880 -0.1 0.7 0.1
S 4.7416 -7.1269 0.8258 0.0 -0.1 -0.5
O 3.6754 -7.9133 1.3397 0.2 0.4 0.1
O 5.3602 -6.0855 1.5706 -0.2 -0.3 0.0
O 4.2876 -6.5372 -0.6088 0.1 -0.5 0.5
H 5.9967 -6.2126 -1.6965 0.0 -0.1 0.0
H 4.6986 -7.0556 -2.5774 -0.2 0.1 0.2
H 6.7068 -8.5414 -1.5816 0.1 0.1 0.3
H 5.0396 -9.1000 -1.2987 0.0 0.0 -0.1
C -5.4625 4.2127 -1.7729 0.4 -0.3 0.4
C -4.2332 4.1858 -2.6585 0.2 0.6 0.2
O -4.4927 3.1548 -3.6171 -0.9 -0.3 0.1
S -6.0754 3.0968 -3.9153 0.8 0.3 0.4
O -6.3392 3.8356 -5.1050 -0.3 -0.4 0.2
O -6.5212 1.7584 -3.7302 0.0 0.3 -0.3
O -6.5656 3.9841 -2.6554 0.1 -0.1 -0.6
H -5.4389 3.4027 -1.0392 0.0 0.0 0.0
H -5.5783 5.1648 -1.2565 -0.2 0.0 -0.2
H -3.3215 3.9725 -2.0994 0.0 -0.3 -0.2
H -4.1150 5.1281 -3.2007 0.0 0.0 0.1
```
Forces are in eV/Å.

=====

(4)
ORCA calculation (ωB97M-V/def2-TZVPD) on C41H58MnN8O5S2Se as an isolated structure.

Total charge: -1
⟨S²⟩: 6.061
LUMO (spin up / spin down), eV: 1.719 / 1.858
2S+1: 5
HOMO-LUMO gap (spin up / spin down), eV: 6.32 / 6.49
Maximum force, eV/Å: 0.9

```
116
Properties=species:S:1:pos:R:3:forces:R:3
Mn 0.5043 -0.8880 -0.0645 0.6 0.5 -0.5
C 0.8215 -0.3791 -4.8544 0.0 0.0 0.1
C 1.3573 1.0078 -4.5271 0.1 0.1 0.0
C 0.2480 2.0671 -4.4704 0.0 0.0 0.0
C 2.3298 1.2104 -3.3511 0.0 0.0 0.1
C 3.1010 2.3607 -3.5441 0.0 0.0 0.0
C 4.0452 2.7909 -2.6373 0.0 0.0 0.0
C 4.2885 2.0078 -1.5280 0.0 0.0 0.1
C 3.5794 0.8339 -1.2948 0.0 0.1 -0.1
C 4.0831 -0.0437 -0.1727 0.0 0.1 0.0
C 5.3159 -0.7991 -0.6868 0.1 0.0 0.0
C 4.4242 0.7554 1.0875 0.0 0.0 0.0
C 2.5324 0.4617 -2.1659 -0.1 0.0 0.0
N 1.6780 -0.6395 -1.7815 -0.2 0.0 0.0
C 1.9565 -1.8461 -2.3248 0.0 -0.2 -0.1
O 2.8779 -2.1688 -3.0602 -0.1 0.1 -0.1
C 0.8889 -2.8670 -1.9831 -0.1 -0.2 -0.1
C 0.7026 -4.0925 -2.5968 0.1 0.1 0.1
C -0.3743 -4.8686 -2.1846 0.0 0.0 0.0
C -1.2465 -4.4240 -1.1945 0.0 0.1 0.0
C -0.9957 -3.1929 -0.6207 0.0 0.0 0.0
N 0.0470 -2.4904 -1.0369 -0.1 0.2 0.1
C -1.7842 -2.5428 0.5009 -0.1 -0.2 0.0
O -2.8370 -3.0633 0.8733 0.0 0.1 -0.1
N -1.1861 -1.4381 0.9680 0.1 0.0 0.0
C -1.5875 -0.9197 2.2442 0.0 -0.1 0.0
C -1.3680 -1.6567 3.4265 0.0 0.2 -0.1
C -1.6909 -1.0611 4.6452 0.0 0.0 0.0
C -2.2053 0.2174 4.7207 0.0 0.0 0.0
C -2.4461 0.9205 3.5515 0.0 0.1 0.0
C -2.1581 0.3633 2.3130 0.0 0.0 0.1
C -2.5862 1.0757 1.0555 0.0 0.0 -0.1
C -3.9879 0.5856 0.6753 0.0 0.0 0.0
C -2.5583 2.5958 1.1468 0.0 0.1 0.0
C -0.8313 -3.0687 3.4702 0.0 -0.1 0.0
C 0.3167 -3.2103 4.4687 0.0 0.0 0.1
C -1.9596 -4.0487 3.8061 -0.1 0.0 0.0
H 0.3428 -0.3368 -5.8376 0.0 0.0 0.0
H 0.0733 -0.7288 -4.1497 0.0 0.0 0.1
H 1.6281 -1.1034 -4.9013 0.1 -0.1 0.0
H 1.9721 1.2733 -5.3959 0.0 0.0 0.0
H -0.3274 1.9785 -3.5496 0.0 0.0 0.0
H -0.4425 1.9483 -5.3098 0.0 0.0 0.0
H 0.6724 3.0716 -4.5149 0.0 0.0 0.0
H 2.9385 2.9317 -4.4520 0.0 0.0 0.0
H 4.6048 3.7021 -2.8116 0.0 0.0 0.0
H 5.0695 2.2843 -0.8308 0.0 0.0 0.0
H 3.3364 -0.7870 0.0936 -0.1 0.0 0.0
H 6.1226 -0.0936 -0.9103 0.0 0.0 0.0
H 5.0785 -1.3488 -1.5987 0.0 0.0 0.0
H 5.6505 -1.5049 0.0721 0.0 0.1 -0.1
H 5.3775 1.2833 0.9833 0.0 0.0 0.0
H 4.5092 0.0852 1.9380 0.0 -0.1 0.1
H 3.6565 1.5032 1.3121 0.0 0.0 0.0
H 1.4015 -4.4062 -3.3586 0.0 0.0 0.0
H -0.5363 -5.8385 -2.6381 0.0 0.0 0.0
H -2.0899 -5.0036 -0.8469 0.0 0.0 0.0
H -1.5132 -1.6210 5.5563 0.0 0.0 0.0
H -2.4308 0.6606 5.6833 0.0 0.0 0.0
H -2.8822 1.9116 3.6021 0.0 0.0 0.0
H -1.9122 0.7767 0.2556 0.0 0.0 0.0
H -4.6995 0.8387 1.4667 0.0 0.0 0.0
H -3.9987 -0.4994 0.5549 0.0 0.0 0.0
H -4.3359 1.0520 -0.2511 0.0 0.0 0.1
H -3.3314 2.9852 1.8153 0.0 0.0 0.0
H -2.7439 3.0241 0.1573 0.0 0.0 0.0
H -1.5907 2.9681 1.4921 0.0 0.0 0.0
H -0.4270 -3.3161 2.4932 0.0 0.0 -0.1
H -0.0514 -3.1746 5.5007 0.0 0.0 0.0
H 1.0692 -2.4354 4.3343 0.0 0.0 0.0
H 0.8258 -4.1608 4.3223 0.0 -0.1 0.0
H -2.3517 -3.8504 4.8082 0.0 0.0 0.0
H -1.5758 -5.0714 3.7971 0.0 0.0 0.0
H -2.7795 -3.9768 3.0900 0.0 0.0 0.0
O 3.3082 -3.8030 3.2244 0.1 0.0 0.0
S 3.5691 -2.5419 2.5629 -0.3 0.1 -0.1
O 3.5858 -1.3893 3.4599 0.0 0.0 0.1
O 4.6689 -2.5643 1.6178 0.0 -0.1 0.1
S 1.7712 -2.3021 1.4037 0.0 -0.4 0.2
C 1.9421 4.0784 0.5581 0.0 0.0 0.0
N 0.8902 3.0652 0.5552 0.2 -0.1 0.0
C 0.3442 2.8423 -0.7732 0.0 0.0 0.0
C 1.0292 1.9773 1.3798 -0.2 0.0 -0.1
N 0.8096 0.7696 0.9569 -0.1 -0.6 0.2
N 1.3737 2.2158 2.6747 0.1 0.1 0.1
C 0.8020 3.3498 3.3836 0.0 0.0 0.0
C 1.6976 1.0878 3.5436 0.0 0.0 -0.1
H 2.6773 3.8525 -0.2213 0.0 0.0 0.0
H 2.4540 4.1055 1.5143 0.0 0.0 0.0
H 1.5042 5.0588 0.3598 0.0 0.0 0.0
H -0.0097 3.8007 -1.1591 0.0 0.0 0.0
H -0.4922 2.1496 -0.7318 0.0 0.0 0.0
H 1.0971 2.4446 -1.4567 0.0 0.0 0.0
H 0.8858 0.0831 1.7189 0.1 0.5 0.5
H 0.3915 4.0757 2.6894 0.0 0.0 0.0
H 1.5651 3.8323 3.9981 0.0 0.0 0.0
H -0.0045 3.0022 4.0386 0.0 0.0 0.0
H 2.3539 0.3638 3.0579 0.0 0.0 0.0
H 0.7871 0.5801 3.8865 0.0 0.0 0.0
H 2.2356 1.4733 4.4084 0.0 0.0 0.0
C -4.1675 -2.2286 -2.2708 0.0 0.1 -0.1
N -4.4721 -0.8229 -2.4789 0.2 0.1 0.0
C -5.7310 -0.2965 -2.6705 0.0 0.0 0.0
C -5.5892 1.0349 -2.8213 -0.1 0.0 0.0
N -4.2411 1.3122 -2.7207 0.0 0.0 -0.1
C -3.6562 2.6322 -2.8275 0.0 0.0 0.0
C -3.5438 0.1685 -2.4973 -0.1 -0.1 0.0
Se -1.7295 -0.0028 -2.2943 -0.2 -0.2 -0.3
H -5.0163 -2.8142 -2.6192 0.0 0.0 0.0
H -3.9791 -2.4354 -1.2197 0.0 0.0 0.1
H -3.2789 -2.4800 -2.8465 0.0 0.0 0.0
H -6.6092 -0.9158 -2.6769 0.0 0.0 0.0
H -6.3190 1.8065 -2.9868 0.0 0.0 0.0
H -4.0579 3.1383 -3.7042 0.0 0.0 0.0
H -2.5785 2.5161 -2.9302 0.0 0.0 0.0
H -3.8721 3.2142 -1.9307 0.0 0.0 0.0
```
Forces are in eV/Å.